No. 1
Below is a molecular structure, C17H31BaN4P2S, with properties calculated with ωB97M-V/def2-TZVPD.

The calculation puts the total energy at -1991.6795 Eh. The HOMO-LUMO gap is 7.453 eV. The energy relative to the best compared isomer or geometry (same formula, charge and spin) comes out at 0.0 kJ/mol. The strongest force on any atom is 0.69 eV/A.

ORCA input file:
```
! wB97M-V def2-TZVPD RIJCOSX def2/J DEFGRID3
* xyz 1 1
Ba 0.06 -1.23 0.78
C 1.66 -1.91 4.01
C 2.59 -2.30 2.86
N 2.64 -1.32 1.77
C 3.24 -0.02 2.05
C 2.31 0.95 2.78
N 0.95 0.95 2.22
C -0.13 0.99 3.21
C -0.14 -0.20 4.18
N 0.29 -1.49 3.61
H 2.11 -1.11 4.59
H 1.61 -2.77 4.68
H 2.28 -3.25 2.43
H 3.58 -2.45 3.31
H 3.15 -1.76 1.01
H 3.51 0.42 1.08
H 4.17 -0.10 2.63
H 2.77 1.94 2.74
H 2.26 0.70 3.84
H 0.84 1.74 1.60
H -1.07 1.01 2.65
H -0.13 1.90 3.81
H -1.16 -0.30 4.54
H 0.46 0.04 5.06
H -0.35 -2.20 3.94
C -3.49 1.69 -0.06
P -1.74 1.43 -0.55
C -1.04 3.10 -0.20
C -1.85 1.48 -2.39
C -2.55 2.53 -2.99
C -2.68 2.61 -4.36
C -2.11 1.63 -5.17
C -1.41 0.59 -4.58
C -1.26 0.50 -3.20
P -0.31 -0.90 -2.48
C 1.13 -1.08 -3.60
C -1.32 -2.34 -3.00
H -3.92 2.58 -0.51
H -3.54 1.79 1.03
H -4.08 0.82 -0.35
H -1.62 3.89 -0.67
H -0.02 3.15 -0.56
H -1.05 3.27 0.88
H -3.01 3.30 -2.38
H -3.23 3.43 -4.81
H -2.20 1.68 -6.24
H -0.96 -0.17 -5.22
H 0.83 -1.24 -4.64
H 1.69 -1.95 -3.26
H 1.76 -0.19 -3.54
H -1.51 -2.33 -4.07
H -2.28 -2.34 -2.47
H -0.77 -3.25 -2.74
S 2.52 -4.61 -2.08
C 1.59 -3.91 -0.99
N 0.91 -3.36 -0.19
*
```


No. 2
Below is 2 unconnected molecules or ions with the total composition C17H31Br2F4N3O3PS at a distorted geometry, with properties calculated with ωB97M-V/def2-TZVPD.

The calculation puts the total energy at -7342.9451 Eh. The HOMO-LUMO gap is 4.607 eV. The energy relative to the best compared isomer or geometry (same formula, charge and spin) comes out at 65.7 kJ/mol. The strongest force on any atom is 5.14 eV/A.

ORCA input file:
```
! wB97M-V def2-TZVPD RIJCOSX def2/J DEFGRID3
* xyz 1 1
C 2.06 -0.38 6.39
C 1.89 -1.01 5.38
P 1.52 -1.94 3.89
N 0.07 -2.53 4.67
C 0.65 -1.01 2.53
C -0.36 -1.83 1.70
C -1.75 -1.23 1.59
F -1.70 -0.18 0.71
Br -2.49 -0.53 3.25
C -2.79 -2.23 0.99
F -4.00 -1.67 1.00
F -2.48 -2.50 -0.28
Br -2.95 -3.87 2.04
C 2.19 -3.66 3.74
N 1.65 -4.37 2.59
C 2.29 -5.70 2.48
S 3.54 -1.19 3.08
O 3.90 -1.84 1.85
O 4.51 -1.36 4.14
F 3.44 0.42 2.84
H 2.05 0.27 7.23
H -0.57 -1.80 4.96
H -0.42 -3.27 4.18
H 0.23 -0.11 2.99
H 1.42 -0.65 1.84
H -0.40 -2.87 2.01
H 0.02 -1.85 0.68
H 3.28 -3.66 3.71
H 1.92 -4.18 4.67
H 0.68 -4.59 2.81
H 1.63 -6.35 1.91
H 2.40 -6.14 3.49
H 3.26 -5.63 1.99
C -0.50 3.35 -5.38
C -0.97 3.90 -4.01
C 0.23 4.17 -3.08
C 0.87 2.91 -2.50
C -0.16 2.01 -1.83
C -1.34 1.64 -2.75
N -1.89 2.92 -3.33
O -2.64 3.47 -2.57
C -0.87 0.68 -3.86
C -2.41 0.88 -1.97
C -1.68 5.22 -4.31
H -1.24 2.69 -5.82
H -0.35 4.17 -6.09
H 0.45 2.82 -5.32
H -0.09 4.81 -2.25
H 0.97 4.74 -3.64
H 1.41 2.36 -3.28
H 1.63 3.20 -1.77
H 0.31 1.08 -1.49
H -0.54 2.50 -0.93
H -1.67 0.50 -4.58
H -0.61 -0.28 -3.41
H 0.01 1.01 -4.39
H -2.75 1.41 -1.08
H -2.00 -0.07 -1.63
H -3.28 0.66 -2.59
H -2.57 5.06 -4.92
H -1.01 5.88 -4.85
H -1.98 5.76 -3.41
*
```


No. 3
Below is 4 unconnected molecules or ions with the total composition C17H31BrNO8S3 at a distorted geometry, with properties calculated with ωB97M-V/def2-TZVPD.

The calculation puts the total energy at -5091.5474 Eh. The HOMO-LUMO gap is 5.391 eV. The strongest force on any atom is 1.54 eV/A.

ORCA input file:
```
! wB97M-V def2-TZVPD RIJCOSX def2/J DEFGRID3
* xyz -1 1
N -0.14 4.81 2.46
C -0.35 3.95 1.70
O -0.76 3.05 0.90
C -0.84 1.58 1.38
Br 0.28 1.32 3.06
C -2.29 1.35 1.78
C -2.97 2.41 2.66
C -4.51 2.27 2.62
O -5.16 3.33 1.91
H -2.32 0.41 2.32
H -2.87 1.26 0.87
H -2.76 3.43 2.33
H -2.67 2.35 3.71
H -4.74 1.32 2.12
H -4.94 2.21 3.62
H -4.72 3.36 1.05
C -3.12 -0.71 -2.93
C -3.09 -2.25 -2.91
C -3.43 -2.69 -1.49
S -4.46 -1.39 -0.79
O -3.71 -0.78 0.27
O -5.81 -1.88 -0.60
C -4.40 -0.30 -2.21
H -3.09 -0.32 -3.94
H -2.26 -0.32 -2.38
H -3.83 -2.64 -3.61
H -2.12 -2.63 -3.21
H -3.98 -3.63 -1.46
H -2.54 -2.76 -0.87
H -4.40 0.73 -1.87
H -5.29 -0.50 -2.81
C 5.01 1.48 3.42
C 4.19 2.33 2.44
C 4.15 1.58 1.10
S 4.29 -0.16 1.50
O 5.53 -0.67 0.97
O 3.04 -0.82 1.22
C 4.47 0.06 3.27
H 4.90 1.83 4.44
H 6.07 1.51 3.15
H 3.18 2.46 2.82
H 4.62 3.33 2.32
H 3.22 1.75 0.57
H 5.00 1.84 0.46
H 5.14 -0.71 3.66
H 3.48 -0.04 3.71
C 3.16 -2.58 -3.15
C 3.08 -1.63 -1.94
C 1.69 -0.99 -1.96
S 0.60 -2.15 -2.75
O 0.13 -1.59 -4.00
O -0.32 -2.69 -1.79
C 1.86 -3.38 -3.13
H 4.03 -3.24 -3.09
H 3.23 -2.00 -4.07
H 3.20 -2.19 -1.01
H 3.85 -0.87 -1.97
H 1.32 -0.79 -0.95
H 1.68 -0.07 -2.55
H 1.62 -3.86 -4.08
H 1.85 -4.11 -2.32
*
```


No. 4
Below is a molecular structure, C17H31CoF5P2 at a distorted geometry, with properties calculated with ωB97M-V/def2-TZVPD.

The calculation puts the total energy at -3230.8226 Eh. The HOMO-LUMO gap (alpha / beta) is 4.536 / 6.622 eV. The energy relative to the best compared isomer or geometry (same formula, charge and spin) comes out at 379.4 kJ/mol. The strongest force on any atom is 3.45 eV/A.

ORCA input file:
```
! wB97M-V def2-TZVPD RIJCOSX def2/J DEFGRID3
* xyz 0 4
P -0.33 -1.63 -5.26
P 0.26 1.96 -5.19
C -0.46 -0.41 -6.75
C 0.39 0.87 -6.74
H -1.52 -0.16 -6.91
H -0.13 -1.05 -7.59
H 1.47 0.65 -6.90
H 0.08 1.57 -7.54
C -1.30 2.81 -5.48
H -1.52 3.37 -4.57
H -2.17 2.16 -5.71
H -1.14 3.51 -6.31
C 1.44 3.28 -5.56
H 1.04 3.82 -6.43
H 2.43 2.85 -5.78
H 1.48 3.93 -4.67
C -1.37 -2.97 -5.85
H -1.36 -3.73 -5.08
H -0.88 -3.32 -6.76
H -2.38 -2.62 -6.07
C 1.30 -2.30 -5.52
H 2.11 -1.57 -5.64
H 1.23 -2.92 -6.41
H 1.50 -2.93 -4.65
Co -0.38 -0.07 -0.94
C 0.38 1.95 -2.78
C -0.91 1.37 -2.47
C -1.49 0.37 -3.44
C -1.61 -1.04 -2.88
C -0.41 -1.86 -3.43
C 0.81 -1.29 -2.69
C 1.55 -0.20 -3.33
C 1.62 1.11 -2.49
C -0.13 -1.63 0.14
H 0.49 3.01 -2.57
H -1.68 2.07 -2.13
H -0.83 0.33 -4.33
H -2.42 0.71 -3.91
H -1.67 -1.00 -1.74
H -2.59 -1.43 -3.25
H -0.47 -2.94 -3.35
H 1.46 -1.98 -2.13
H 1.06 0.04 -4.30
H 2.56 -0.46 -3.71
H 1.80 0.84 -1.44
H 2.52 1.64 -2.84
H 0.84 -1.51 0.69
H -0.11 -2.54 -0.52
H -0.96 -1.68 0.89
F -1.50 1.00 1.46
C -0.56 1.37 0.54
F -0.93 2.61 0.03
C 0.79 1.60 1.22
F 0.71 2.64 2.09
F 1.27 0.54 1.92
F 1.75 1.97 0.32
*
```